# 1
{"formula": "C2H9N5O", "method": "ωB97M-V with the def2-TZVPD basis set", "lumo_energy_ha": 0.0222, "homo_ha": -0.2539, "molar_mass_g_mol": 119.13, "energy_ev": -11713.4837, "e_above_lowest_ev": 6.026, "symbols": ["C", "N", "O", "H", "H", "H", "C", "N", "N", "N", "N", "H", "H", "H", "H", "H", "H"], "xyz": [[-2.253, -0.730, 0.287], [-0.802, -0.854, 0.348], [-0.252, -1.207, -0.892], [-2.613, -0.304, 1.225], [-2.578, -0.119, -0.559], [-2.647, -1.738, 0.166], [1.183, 0.115, 0.207], [-0.658, 1.531, -0.294], [1.771, -0.767, 1.042], [1.952, 0.804, -0.649], [-0.113, 0.547, 0.560], [-0.546, 1.283, -1.276], [-0.333, 2.450, -0.035], [2.480, -1.355, 0.627], [1.055, -1.303, 1.527], [1.477, 1.194, -1.448], [2.879, 0.454, -0.834]]}

---

# 2
{"formula": "C2H9N5O", "method": "ωB97M-V with the def2-TZVPD basis set", "lumo_energy_ha": [-0.2707, -0.2708], "homo_ha": [-0.5139, -0.5138], "molar_mass_g_mol": 119.13, "energy_ev": -11697.1204, "e_above_lowest_ev": 3.265, "total_charge": 2, "symbols": ["C", "C", "N", "N", "N", "N", "N", "O", "H", "H", "H", "H", "H", "H", "H", "H", "H"], "xyz": [[6.006, 0.653, 0.386], [6.442, -1.803, 0.849], [6.670, -0.487, 0.862], [5.593, 0.502, -1.105], [6.138, 1.333, -1.944], [4.736, -0.319, -1.260], [-14.922, 0.084, 0.483], [5.870, 1.747, 0.881], [7.283, -2.409, 1.242], [5.400, -2.301, 0.786], [7.643, -0.262, 1.245], [7.049, 1.856, -1.829], [5.864, 1.326, -2.892], [-15.425, 0.783, 1.095], [-15.558, -0.144, -0.305], [-14.898, -0.774, 1.202], [-13.892, 0.214, 0.303]]}

---

# 3
{"formula": "C2H9NO", "method": "ωB97M-V with the def2-TZVPD basis set", "multiplicity": 2, "lumo_energy_ha": [0.1673, 0.1620], "homo_ha": [0.0508, -0.1896], "molar_mass_g_mol": 63.10, "energy_ev": -5755.8665, "e_above_lowest_ev": 0.000, "total_charge": -1, "symbols": ["O", "H", "C", "C", "N", "H", "H", "H", "H", "H", "H", "H", "H"], "xyz": [[0.156, -2.117, 0.866], [-0.789, -2.058, 0.891], [-1.286, 0.686, -0.655], [0.046, 1.325, -0.174], [1.089, 0.317, -0.079], [-1.893, 1.465, -1.120], [-0.923, 0.045, -1.458], [-1.792, 0.242, 0.198], [0.353, 2.089, -0.905], [0.051, 1.919, 0.739], [0.559, -1.269, 0.601], [1.831, 0.371, 0.605], [1.474, 0.011, -0.967]]}

---

# 4
{"formula": "C2H9NO", "method": "ωB97M-V with the def2-TZVPD basis set", "lumo_energy_ha": 0.0288, "homo_ha": -0.3604, "molar_mass_g_mol": 63.10, "energy_ev": -5755.6614, "e_above_lowest_ev": 1.862, "symbols": ["C", "O", "C", "H", "H", "H", "H", "H", "H", "N", "H", "H", "H"], "xyz": [[-0.033, -0.536, -1.956], [1.176, 0.181, -1.529], [2.271, -0.488, -0.870], [-0.516, 0.040, -2.774], [-0.839, -0.719, -1.178], [0.292, -1.448, -2.626], [2.460, -1.388, -1.447], [1.918, -0.515, 0.193], [3.207, 0.173, -0.795], [-3.026, 0.824, 3.801], [-2.743, 1.174, 4.755], [-2.468, 0.073, 3.316], [-2.963, 1.531, 3.138]]}

---

# 5
{"formula": "C2H9NO", "method": "ωB97M-V with the def2-TZVPD basis set", "lumo_energy_ha": 0.0332, "homo_ha": -0.3566, "molar_mass_g_mol": 63.10, "energy_ev": -5756.7015, "e_above_lowest_ev": 0.822, "symbols": ["N", "C", "O", "H", "H", "H", "H", "H", "C", "H", "H", "H", "H"], "xyz": [[0.552, 1.958, 0.521], [-0.373, 1.341, 1.390], [-1.633, 1.213, 0.844], [0.664, 1.302, -0.305], [0.449, 2.938, 0.266], [-0.029, 0.298, 1.653], [-0.394, 2.050, 2.273], [-2.418, 1.236, 1.371], [1.319, -3.932, -2.411], [0.345, -3.787, -1.923], [2.032, -4.297, -1.571], [1.715, -3.001, -2.784], [1.163, -4.602, -3.254]]}

---

# 6
{"formula": "C2H9NO", "method": "ωB97M-V with the def2-TZVPD basis set", "lumo_energy_ha": 0.0403, "homo_ha": -0.3408, "molar_mass_g_mol": 63.10, "energy_ev": -5754.9527, "e_above_lowest_ev": 2.571, "symbols": ["H", "H", "C", "C", "O", "H", "H", "H", "H", "N", "H", "H", "H"], "xyz": [[6.263, -1.085, -0.746], [6.176, -1.002, -0.005], [-1.968, -0.509, -0.367], [-1.872, 0.107, -1.705], [-1.005, 0.501, -0.675], [-2.781, -0.158, 0.238], [-1.613, -1.516, -0.225], [-2.675, 0.768, -2.017], [-1.457, -0.505, -2.499], [0.296, 0.665, 2.048], [-0.366, 0.466, 1.314], [1.203, 1.061, 1.906], [-0.201, 1.206, 2.733]]}

---

# 7
{"formula": "C2H9NO", "method": "ωB97M-V with the def2-TZVPD basis set", "lumo_energy_ha": 0.0295, "homo_ha": -0.3411, "molar_mass_g_mol": 63.10, "energy_ev": -5756.9884, "e_above_lowest_ev": 0.535, "symbols": ["C", "C", "N", "H", "H", "H", "H", "H", "H", "H", "O", "H", "H"], "xyz": [[-0.289, -0.738, -1.421], [0.764, 0.221, -0.875], [0.144, 1.512, -0.573], [-1.143, -0.745, -0.688], [0.067, -1.709, -1.463], [-0.589, -0.300, -2.425], [1.595, 0.469, -1.624], [1.293, -0.193, 0.008], [0.906, 2.196, -0.271], [-0.454, 1.480, 0.261], [-0.488, -0.777, 2.433], [-0.891, -1.375, 3.050], [-0.740, -1.095, 1.481]]}

---

# 8
{"formula": "C2H9NO", "method": "ωB97M-V with the def2-TZVPD basis set", "lumo_energy_ha": 0.0231, "homo_ha": -0.3242, "molar_mass_g_mol": 63.10, "energy_ev": -5753.0912, "e_above_lowest_ev": 4.432, "symbols": ["C", "N", "H", "H", "H", "H", "H", "C", "O", "H", "H", "H", "H"], "xyz": [[2.328, -0.401, 0.092], [2.324, 0.832, -0.271], [3.244, -0.853, -0.190], [2.217, -0.846, 1.113], [1.547, -1.041, -0.441], [1.406, 1.252, 0.357], [3.309, 1.533, 0.000], [-2.668, -0.477, -0.175], [-2.493, 0.916, 0.146], [-2.173, -1.132, 0.697], [-3.753, -0.800, -0.249], [-1.972, -0.734, -0.960], [-3.316, 1.752, -0.119]]}